51
Properties=species:S:1:pos:R:3 method="wB97M-V/def2-TZVPD" e_above_lowest_ev=0.000 s2=0.79 multiplicity=2 e_tot_ha=-1609.6880 charge=0 max_force_ha_per_bohr=0.00322
Ru 0.88 -0.08 0.42
O -2.55 0.72 2.46
C -1.43 0.42 2.06
N -0.76 0.89 1.00
C -1.28 1.71 -0.03
C -2.53 2.32 -0.01
C -2.94 3.09 -1.09
C -2.11 3.26 -2.18
C -0.86 2.67 -2.22
C -0.43 1.88 -1.15
N 0.80 1.21 -1.09
C 1.87 1.39 -1.89
O 1.98 2.14 -2.85
C 3.06 0.62 -1.39
C 4.32 1.12 -1.55
C 5.41 0.63 -0.84
C 5.17 -0.37 0.13
C 3.94 -0.92 0.28
N 2.85 -0.53 -0.55
C -0.64 -0.65 2.81
C -1.14 -1.15 4.00
C -0.43 -2.15 4.66
C 0.74 -2.62 4.09
C 1.17 -2.07 2.89
N 0.51 -1.10 2.27
H -3.16 2.19 0.86
H -3.91 3.57 -1.06
H -2.43 3.87 -3.02
H -0.19 2.80 -3.06
H 4.40 1.97 -2.21
H 6.40 1.04 -0.97
H 5.96 -0.72 0.78
H 3.72 -1.72 0.97
H -2.07 -0.75 4.37
H -0.79 -2.55 5.59
H 1.32 -3.40 4.56
H 2.07 -2.42 2.41
F 1.51 -1.57 -2.29
B 1.98 -1.62 -1.04
F 2.07 -2.82 -0.45
C -3.85 -1.21 -0.48
N -2.71 -1.27 -1.42
C -2.87 -0.54 -2.69
C -1.52 -1.27 -0.89
N -0.46 -1.29 -0.42
H -4.73 -1.60 -0.99
H -4.02 -0.18 -0.15
H -3.63 -1.83 0.38
H -3.74 -0.95 -3.20
H -1.98 -0.69 -3.29
H -3.01 0.53 -2.50